DFT (ωB97M-V/def2-TZVPD) results for a structure of composition C15H40CrF4N2O23S9 at a distorted geometry.

```
! wB97M-V def2-TZVPD RIJCOSX def2/J DEFGRID3
* xyz 1 4
Cr 13.1293 -12.0233 -32.2584
N 13.4470 -10.4621 -33.4242
S 13.9969 -8.9544 -33.2144
O 12.9752 -8.0057 -32.9922
O 15.1922 -8.6027 -33.9022
F 14.6292 -9.1965 -31.7612
S 12.9508 -10.1944 -35.0470
O 14.0471 -10.3224 -35.9275
O 11.8971 -9.2999 -35.3104
F 12.3025 -11.6233 -35.1540
N 12.6975 -13.5342 -31.0592
S 11.4114 -14.1062 -30.1173
O 11.4586 -13.7439 -28.7562
O 10.8821 -15.3409 -30.5557
F 10.3662 -13.0767 -30.7152
S 13.5268 -14.9595 -30.8794
O 13.3275 -15.8251 -31.9835
O 13.6494 -15.4993 -29.5787
F 15.0117 -14.4527 -31.0732
O 12.8498 -10.8420 -30.5824
S 12.2332 -9.9873 -29.5973
O 12.4549 -8.5935 -29.6349
O 10.6935 -10.2515 -29.6479
C 9.7780 -9.5978 -28.7299
C 8.9840 -10.6710 -28.0154
C 12.6518 -10.5657 -27.9879
H 9.1077 -8.9916 -29.3313
H 10.2760 -9.0068 -27.9650
H 8.8144 -11.5466 -28.6431
H 7.9593 -10.3326 -27.8207
H 9.3008 -10.9442 -27.0102
H 13.7249 -10.5093 -27.8224
H 12.2912 -11.5814 -27.8361
H 12.1724 -9.8476 -27.3254
O 17.0896 -12.5444 -30.0940
S 16.2915 -11.5848 -30.7550
O 15.0852 -11.9152 -31.4739
O 15.7858 -10.5445 -29.6818
C 16.7244 -10.0412 -28.6590
C 16.4339 -8.5670 -28.5772
C 17.3589 -10.5894 -31.7864
H 17.7101 -10.2971 -29.0417
H 16.5252 -10.5582 -27.7243
H 16.8298 -7.9257 -29.3618
H 16.9345 -8.1994 -27.6739
H 15.3693 -8.3822 -28.4407
H 17.6585 -11.3599 -32.5024
H 18.2289 -10.2917 -31.2115
H 16.7683 -9.7871 -32.2112
O 11.1595 -11.5318 -32.5851
S 9.8995 -10.8794 -32.7982
O 9.7852 -9.4806 -32.6711
O 9.5646 -11.2600 -34.2889
C 8.4294 -10.6473 -34.9045
C 8.5327 -10.8003 -36.4058
C 8.5133 -11.5815 -31.9030
H 8.3633 -9.5694 -34.7335
H 7.4779 -11.0175 -34.5129
H 9.5352 -10.5549 -36.7499
H 7.7895 -10.1862 -36.9128
H 8.2969 -11.8173 -36.7302
H 7.6176 -11.1945 -32.3783
H 8.6064 -11.1942 -30.8943
H 8.5821 -12.6604 -31.9984
O 14.3307 -12.9998 -33.6342
S 15.5443 -13.5491 -34.1760
O 16.6447 -13.7876 -33.3073
O 15.1446 -14.8846 -34.9078
C 16.1601 -15.9095 -35.0076
C 15.5174 -17.1283 -35.6160
C 16.0578 -12.5767 -35.5756
H 16.5801 -16.1037 -34.0224
H 17.0240 -15.6211 -35.6157
H 16.1412 -18.0181 -35.6520
H 15.2512 -16.9752 -36.6657
H 14.5700 -17.3093 -35.1065
H 16.3805 -11.6340 -35.1389
H 15.2182 -12.5493 -36.2608
H 16.9074 -13.1379 -35.9599
O 11.0444 -14.6757 -36.1099
S 11.0410 -14.7124 -34.6884
O 11.7911 -13.7815 -33.9129
O 9.5432 -14.5250 -34.1672
C 8.4730 -15.0674 -34.9425
C 7.1806 -14.5872 -34.3021
C 11.3505 -16.3645 -34.1122
H 8.5450 -16.1586 -34.9413
H 8.3988 -14.7904 -35.9951
H 6.3140 -14.6455 -34.9523
H 7.3489 -13.5427 -34.0157
H 6.9964 -15.0389 -33.3251
H 12.4322 -16.4286 -34.0427
H 10.8504 -17.1254 -34.7025
H 10.9163 -16.4006 -33.1132
*
```

Summary:
<S²> = 3.76
Energy = -7462.86174 Eh
LUMO level (spin up / spin down) = -5.165 / -3.919 eV

=====

DFT (ωB97M-V/def2-TZVPD) results for a cluster of 9 separate species, C15H40F24N5O5P4 in total at a distorted geometry.

```
! wB97M-V def2-TZVPD RIJCOSX def2/J DEFGRID3
* xyz 1 1
C -2.4713 -4.8813 -0.5737
C -2.8838 -3.6152 0.1810
O -3.2592 -3.5569 1.3833
N -3.0980 -2.3886 -0.7575
H -2.6441 -1.5567 -0.4082
H -2.6993 -2.5701 -1.6676
C -4.6170 -2.0288 -0.8336
H -2.7139 -5.7725 0.0051
H -1.3831 -4.9200 -0.6242
H -3.0060 -4.8464 -1.5229
H -4.7990 -1.3102 -1.6328
H -4.9171 -1.6126 0.1281
H -5.2109 -2.9420 -0.8723
C -0.5970 -1.9827 4.2406
C -0.7705 -3.4516 4.1342
O -1.7981 -4.0563 4.4387
N 0.3751 -4.2023 3.3877
H 1.1653 -4.4063 3.9827
H 0.0303 -5.1417 3.2506
C 0.7775 -3.5386 2.0483
H -0.7338 -1.6538 3.2104
H 0.2317 -1.6135 4.8447
H -1.4634 -1.6105 4.7874
H 1.2883 -2.5900 2.2138
H -0.1445 -3.4119 1.4809
H 1.4329 -4.2209 1.5071
C 3.2019 4.9248 2.4542
C 2.3506 3.7467 1.9570
O 1.6878 3.8000 0.9408
N 2.3880 2.4823 2.7666
H 2.6277 1.6912 2.1863
H 3.1430 2.4989 3.4373
C 1.0071 2.2488 3.5468
H 4.2544 4.6416 2.4547
H 2.9187 5.3209 3.4294
H 3.0779 5.7115 1.7099
H 1.0971 1.2484 3.9703
H 0.1690 2.3458 2.8567
H 0.9577 2.9827 4.3512
C -1.0225 1.8869 -3.5069
C -2.0455 2.7241 -2.7983
O -3.0549 3.1182 -3.4015
N -1.9953 2.8958 -1.2918
H -2.9667 2.6709 -1.1305
H -1.3913 2.1963 -0.8844
C -1.7097 4.3859 -0.7638
H -0.9454 2.0952 -4.5741
H -1.1624 0.8132 -3.3818
H -0.0123 1.9983 -3.1131
H -1.9704 5.0229 -1.6090
H -0.6393 4.4394 -0.5650
H -2.2876 4.6297 0.1277
C 4.0099 2.4179 -1.9614
C 3.3470 1.2816 -2.6931
O 2.4243 1.4096 -3.5080
N 3.6868 -0.0504 -2.0407
H 3.9396 0.0163 -1.0651
H 2.8692 -0.6394 -1.9728
C 4.8593 -0.7109 -2.8461
H 4.0799 3.2875 -2.6149
H 5.0364 2.3364 -1.6038
H 3.4680 2.8427 -1.1164
H 4.7714 -0.7096 -3.9326
H 4.9288 -1.7413 -2.4974
H 5.7753 -0.1777 -2.5920
P -1.9140 -2.8704 -3.9386
F -1.8840 -4.3478 -4.5749
F -2.5462 -2.2363 -5.2661
F -3.4069 -3.1630 -3.3179
F -2.0957 -1.3467 -3.3110
F -1.1380 -3.4684 -2.6201
F -0.4879 -2.4350 -4.5796
P -0.3278 -0.1273 0.1345
F -0.4692 1.5114 0.4435
F -1.4376 -0.3255 1.3824
F -1.6955 -0.0518 -0.7929
F -0.3194 -1.7217 -0.2006
F 0.4200 0.2804 -1.2221
F 1.0207 -0.1555 1.0369
P -5.0964 1.6613 0.1485
F -4.0402 2.7398 0.7286
F -5.6682 1.2529 1.6309
F -6.3021 2.7793 -0.0437
F -6.1505 0.5080 -0.5035
F -4.5123 1.9652 -1.3734
F -3.9431 0.5128 0.2206
P 4.9939 0.0808 1.5977
F 6.2867 0.6973 2.3525
F 4.4826 1.6113 1.2214
F 5.7569 0.1568 0.1792
F 3.7298 -0.4889 0.8340
F 5.5596 -1.4327 1.8130
F 4.2205 0.2113 2.9650
*
```

Summary:
Energy = -5008.25361 Eh
ΔE to the lowest compared entry with this formula, charge and spin = 0.0 kcal per mole
LUMO level = -3.576 eV